Here is a structure of composition C26H26F6N2OPPdS2Se in a non-equilibrium geometry from OMol25. Energies are from ωB97M-V/def2-TZVPD.

CARTESIAN COORDINATES (ANGSTROEM)
Pd -0.51510 -1.26233 -0.25025
Se 1.32653 -0.85220 1.29139
S -2.26167 -2.23889 0.90727
S 0.64647 2.13480 -0.49391
P 0.78981 -2.82988 -2.74708
F 0.08753 -4.00288 -3.56726
F -0.58048 -1.95508 -2.82345
F 2.14926 -3.65157 -2.61791
F 0.26924 -3.46792 -1.33711
F 1.29627 -2.11106 -4.08973
F 1.45335 -1.59380 -1.84923
O -0.10740 0.97544 -1.11248
N -4.08999 -2.54819 -1.05571
N -2.47115 -0.81003 -1.15640
C -0.61316 -1.96158 6.99081
C -0.03536 -1.72997 5.61809
C -0.43709 4.58708 -3.49138
C -0.57059 5.84050 -1.43261
C -3.06029 -1.84839 -0.58140
C 4.89402 1.81017 -2.00229
C -5.69443 -2.94664 -2.81892
C -0.02342 3.46394 -2.79612
C -4.54361 -2.17188 -2.24976
C -0.70497 5.77580 -2.81048
C 0.43110 -2.56609 3.38219
C -2.91986 -0.45111 -2.36759
C 1.02208 -0.25486 4.00623
C -0.14873 4.71826 -0.72497
C 4.61506 2.58529 -0.88047
C 0.12999 3.55253 -1.41685
C 2.31359 1.97932 -1.07401
C 3.88105 1.09932 -2.63731
C 0.53601 -0.50619 5.27958
C -3.97023 -1.10075 -2.95063
C 3.31316 2.67682 -0.41110
C 2.57526 1.17008 -2.16820
C -0.04806 -2.75050 4.66919
C 0.90008 -1.27751 3.04319
C 0.46652 -3.74249 2.42997
C 1.65622 1.08390 3.69809
H 1.78480 0.57369 -2.60874
H -0.80502 6.75612 -0.90370
H -0.41369 -1.12093 7.65541
H -1.02539 6.65229 -3.36244
H -1.69622 -2.09516 6.92979
H -0.03965 4.75230 0.35431
H -0.44350 -3.72505 4.94152
H 2.66986 0.95543 3.31128
H 5.91113 1.74328 -2.36989
H 4.10406 0.48045 -3.49731
H -0.20003 -2.86550 7.44310
H -4.33600 -0.80770 -3.92522
H -0.55458 4.53904 -4.56748
H -0.47652 -3.86274 1.89407
H -5.53615 -3.15248 -3.87779
H 3.07807 3.28465 0.45848
H 0.17244 2.52711 -3.30756
H 1.24714 -3.65079 1.68003
H -2.41853 0.38567 -2.83967
H -6.61548 -2.36686 -2.72848
H 1.09158 1.63514 2.94268
H 0.64111 -4.66061 2.99352
H -5.81514 -3.88074 -2.27685
H 1.70773 1.69453 4.59974
H 0.59991 0.27620 6.02941
H 5.41102 3.11117 -0.36956

* DFT total energy: -148507.299 eV
* <S²>: 0.78
* spin multiplicity: 2
* energy relative to the best compared isomer or geometry (same formula, charge and spin): 0.649 eV
* E_LUMO (spin up / spin down): -1.44 / -2.61 eV

These are the Löwdin partial charges, in e, on atoms 1 to 8: atom 1 (Pd): 0.513, atom 2 (Se): 1.012, atom 3 (S): 0.722, atom 4 (S): 0.982, atom 5 (P): 0.147, atom 6 (F): -0.128, atom 7 (F): -0.185, atom 8 (F): -0.130

***

Here is a structure of composition C26H26FN3O4PSTi from OMol25. Energies are from ωB97M-V/def2-TZVPD.

CARTESIAN COORDINATES (ANGSTROEM)
Ti 0.57058 0.31600 -0.86924
S 2.20574 -1.25676 -1.91162
P -1.34518 1.61795 -1.62725
F 4.98968 3.99840 4.16172
O 3.74922 -0.43471 1.42776
O 0.17832 0.01169 1.11573
O 6.92935 2.52681 2.80952
O 1.75556 1.24034 0.33209
N -0.98515 -1.20183 -1.02033
N 5.35325 0.98836 2.22507
N 3.13784 1.22737 2.82880
C 0.05266 1.55232 -2.77018
C -2.16086 -0.94387 -1.87144
C -1.95765 3.25707 -1.38770
C -2.93279 -1.98453 -2.34672
C -1.78575 4.21935 -2.39134
C -4.46430 -0.37347 -3.30389
C 0.10332 0.73016 -3.91143
C -2.68748 3.53517 -0.22534
C 1.18436 0.81967 -4.77664
C 3.43971 2.42041 3.50242
C 4.68640 2.88435 3.53189
C -4.08532 -1.69010 -3.06901
C 1.23983 0.66575 1.37695
C 5.79102 2.18217 2.86170
C 2.36243 -2.45227 -0.54380
C 4.08880 0.52195 2.12616
C 2.21853 1.71267 -4.51085
C 2.20310 2.50755 -3.36253
C -3.67689 0.66987 -2.84086
C 3.83794 -0.46282 -1.83361
C -2.35641 5.46797 -2.21937
C -2.51125 0.37744 -2.13563
C -3.08302 5.74988 -1.06703
C 1.80852 0.69560 2.75825
C -3.25096 4.78907 -0.07523
C 1.13463 2.43064 -2.48562
H 3.83906 0.38403 -2.51365
H -0.60991 -2.11754 -1.27424
H 1.77651 -0.34342 3.09967
H -0.71839 0.05895 -4.13230
H -2.24054 6.22017 -2.98778
H 1.40706 -2.95001 -0.38743
H 1.12477 1.25224 3.40321
H 4.04552 -0.17823 -0.80440
H -5.37152 -0.16086 -3.85272
H 1.09332 3.09023 -1.62301
H -3.52602 6.72910 -0.94216
H 3.08449 -3.19762 -0.87586
H 2.63080 2.91729 4.01868
H -2.82055 2.78393 0.54428
H -1.23303 3.99499 -3.29487
H -4.70088 -2.50165 -3.43374
H -1.30951 -1.30584 -0.05440
H 3.04320 1.79872 -5.20777
H 6.07979 0.46070 1.75617
H 4.54899 -1.20962 -2.18434
H 1.20828 0.21313 -5.67261
H -3.82068 5.01961 0.81449
H -2.66968 -3.01565 -2.14030
H 2.72496 -1.95451 0.35303
H 3.00656 3.20831 -3.17457
H -3.95569 1.69958 -3.02846

* total charge: +3
* DFT total energy: -85977.206 eV
* spin multiplicity: 1
* energy relative to the best compared isomer or geometry (same formula, charge and spin): 0.240 eV
* E_LUMO: -11.29 eV

These are the Löwdin partial charges, in e, on atoms 1 to 8: atom 1 (Ti): 0.996, atom 2 (S): 0.854, atom 3 (P): 1.121, atom 4 (F): 0.157, atom 5 (O): 0.030, atom 6 (O): -0.025, atom 7 (O): 0.193, atom 8 (O): -0.053

***

Here is a structure of composition C26H26I2N5O2OsS2 in a non-equilibrium geometry from OMol25. Energies are from ωB97M-V/def2-TZVPD.

CARTESIAN COORDINATES (ANGSTROEM)
Os 0.37338 -1.02634 0.93242
I 2.37800 3.26833 -0.26933
I -1.94609 5.99259 2.89271
S 0.05428 -2.30338 -1.09740
S 3.71932 -2.39327 3.82820
O -1.32815 -0.17264 -0.21477
O 0.83327 0.85078 0.78039
N 1.33245 -1.19244 -3.15209
N -0.22956 0.17200 -2.22625
N 1.93161 -1.27780 2.03796
N -1.00803 -0.65476 2.58860
N -0.01844 -3.01180 1.56135
C 0.42187 -0.97778 -2.21795
C 0.79653 -4.05742 1.39038
C 2.55012 0.88811 -3.77453
C 2.69178 -1.76765 2.80993
C -1.67249 1.86180 -1.38685
C -0.95996 1.84153 2.07662
C -1.76253 0.59704 2.35342
C -1.51795 3.02268 2.56053
C 0.17857 1.90695 1.26735
C -2.78765 2.21739 -0.62990
C -1.06771 2.81479 -2.20456
C -3.27447 3.51094 -0.67175
C 3.33078 -2.27396 -2.09850
C -1.01363 -3.08610 2.44535
C -2.64647 4.46628 -1.46237
C 0.65673 -5.21774 2.12716
C -0.36031 -5.29303 3.06486
C -1.01163 4.25786 2.21475
C -1.06129 0.52022 -1.25473
C 1.54334 -0.17211 -4.19720
C -1.54620 4.11468 -2.23217
C 2.22719 -2.36163 -3.14846
C 0.09801 4.34376 1.38655
C -1.86711 -1.86091 2.50260
C -1.21323 -4.20891 3.22090
C 0.68671 3.17529 0.94784
H 4.06340 -1.51089 -2.35759
H 0.58170 0.28814 -4.40227
H -2.56959 -1.93945 3.33442
H -0.53536 -0.62074 3.49094
H 1.34299 -6.03678 1.97024
H 2.67563 1.61601 -4.57607
H -3.01737 5.48276 -1.47595
H -2.02689 -4.23632 3.93258
H 3.84458 -3.23321 -2.03659
H 0.50157 5.30275 1.09419
H -3.27866 1.47759 -0.01280
H 1.88138 -0.69081 -5.09272
H -1.05159 4.85330 -2.84870
H 2.67256 -2.42134 -4.13852
H 2.20325 1.40606 -2.88004
H -2.43190 -1.76475 1.57337
H -0.20353 2.53484 -2.79093
H 3.52398 0.44608 -3.56174
H -2.40168 0.80517 3.21423
H 2.92688 -2.03332 -1.11546
H 1.57261 -3.95064 0.64525
H 1.63383 -3.26087 -2.99803
H -0.48926 -6.17836 3.67230
H -2.38760 2.97236 3.20484
H -4.14683 3.78271 -0.09185
H -2.39514 0.39632 1.49587

* total charge: +1
* DFT total energy: -79263.843 eV
* spin multiplicity: 1
* energy relative to the best compared isomer or geometry (same formula, charge and spin): 0.455 eV
* E_LUMO (spin up / spin down): -4.93 / -4.92 eV

These are the Löwdin partial charges, in e, on atoms 1 to 8: atom 1 (Os): 1.425, atom 2 (I): 1.005, atom 3 (I): 0.902, atom 4 (S): 0.831, atom 5 (S): 0.695, atom 6 (O): -0.220, atom 7 (O): -0.336, atom 8 (N): -0.087

***

Q: The lowest energy relative to the best compared isomer or geometry (same formula, charge and spin) belongs to which entry?
A: C26H26FN3O4PSTi

***

Q: What is the formula in the first record?
A: C26H26F6N2OPPdS2Se

***

Q: Among the records above, which one has the lowest energy relative to the best compared isomer or geometry (same formula, charge and spin)?
A: C26H26FN3O4PSTi